Record 1
A structure of composition C35H55CdN4OP2 in a non-equilibrium geometry, computed with ωB97M-V/def2-TZVPD.

XYZ file:
```
98
Properties=species:S:1:pos:R:3:mulliken_charge:R:1
C 1.75629 0.53683 -2.11285 -0.23
C 0.09914 2.04859 -1.39041 -0.45
C 2.06291 1.32569 -3.22238 -0.98
C 0.48048 2.94075 -2.43532 -1.39
C 1.44941 2.57470 -3.34843 -0.73
H 2.79756 0.96335 -3.94143 0.49
H -0.05877 3.88244 -2.52296 0.50
H 1.71906 3.23221 -4.17219 0.42
N 0.90153 0.94794 -1.16753 0.56
P 2.50529 -1.52725 -0.27716 -0.18
P -2.15801 1.47784 0.47646 0.53
C 2.38155 -0.86410 -1.99607 -1.18
H 1.78010 -1.57571 -2.58358 0.57
H 3.37206 -0.85751 -2.47059 0.51
C -1.38208 -0.65447 2.26220 -0.27
O -2.19743 -1.05938 2.96533 -0.33
C -1.11581 2.29704 -0.68565 -1.18
H -1.50524 3.30963 -0.88541 0.60
C -3.82924 1.58851 -0.54475 1.90
C -2.40069 2.63732 2.00932 2.41
C 2.15647 -3.40926 -0.34509 2.53
C 4.27355 -1.02035 0.16387 1.97
C -4.56253 0.30053 -0.15812 -1.40
H -4.87197 0.28830 0.89648 0.27
H -5.46876 0.19245 -0.77395 0.59
H -3.92017 -0.56898 -0.33838 -0.18
C -4.73284 2.80357 -0.32363 -1.95
H -5.06220 2.94174 0.70989 0.39
H -4.27463 3.73162 -0.68678 0.37
H -5.64311 2.64936 -0.92561 0.50
C -3.44554 1.58855 -2.02584 -1.70
H -4.35400 1.47634 -2.63494 0.60
H -2.95805 2.52569 -2.32459 0.43
H -2.76467 0.75940 -2.25412 0.06
C -3.62616 2.15992 2.81215 -1.62
H -3.50413 1.12383 3.15261 0.20
H -3.72822 2.80467 3.69890 0.53
H -4.56781 2.21770 2.25846 0.26
C -1.17130 2.48247 2.91243 -1.88
H -0.96109 1.43014 3.13446 0.14
H -0.27023 2.91105 2.46231 0.19
H -1.36054 2.99746 3.86709 0.74
C -2.51679 4.10670 1.61256 -1.86
H -3.39614 4.32923 1.00450 0.28
H -2.60631 4.70153 2.53440 0.58
H -1.62591 4.44374 1.07154 0.27
C 4.51276 -1.36754 1.64016 -1.32
H 5.54519 -1.08273 1.88932 0.49
H 3.83032 -0.81239 2.29612 0.11
H 4.40387 -2.43993 1.85112 0.23
C 4.40609 0.50072 -0.01522 -1.65
H 4.31650 0.80892 -1.06542 0.26
H 3.66475 1.04710 0.58292 0.14
H 5.40622 0.79334 0.33792 0.65
C 5.31929 -1.71875 -0.72234 -1.61
H 6.28116 -1.21003 -0.56250 0.53
H 5.46349 -2.77035 -0.45272 0.40
H 5.09214 -1.65802 -1.79405 0.22
C 1.39680 -3.75086 -1.63749 -1.96
H 2.02639 -3.62806 -2.53050 0.36
H 1.09022 -4.80906 -1.60270 0.65
H 0.48710 -3.14268 -1.74326 -0.09
C 1.26957 -3.76233 0.86908 -1.67
H 0.30608 -3.22661 0.84813 0.10
H 1.05439 -4.84256 0.84064 0.54
H 1.77616 -3.53346 1.81957 0.31
C 3.43219 -4.25509 -0.27422 -1.99
H 4.07421 -4.11153 -1.15288 0.38
H 4.00766 -4.06901 0.64355 0.33
H 3.13176 -5.31571 -0.25744 0.55
Cd 0.45952 -0.32310 0.70788 5.12
N -1.10911 -1.03350 -0.73976 -0.37
C -1.99769 -1.18983 -1.49087 -1.16
C -2.84316 -2.14601 -2.34930 2.55
C -3.65252 -1.38775 -3.39394 -1.79
C -1.90088 -3.11007 -3.06758 -1.80
C -3.77667 -2.94253 -1.43564 -1.61
H -4.42515 -0.76197 -2.92958 0.25
H -2.99753 -0.76021 -4.00825 0.42
H -4.15982 -2.09520 -4.06152 0.51
H -1.40789 -3.77826 -2.35063 0.36
H -2.47143 -3.73420 -3.76767 0.50
H -1.13140 -2.56848 -3.63471 0.38
H -4.28601 -3.72205 -2.01728 0.45
H -3.20433 -3.43467 -0.63904 0.31
H -4.54296 -2.30980 -0.97209 0.45
N 3.73297 4.91787 2.78245 -0.50
C 3.30470 3.85245 3.01558 -0.39
C 2.77190 2.53502 3.27909 0.12
C 2.91453 1.93052 4.53238 -0.47
C 2.34411 0.67854 4.74323 -0.90
C 1.67861 0.05257 3.68998 -0.56
N 1.55872 0.63695 2.47869 0.05
C 2.09443 1.86314 2.26276 -0.60
H 3.46407 2.44892 5.31968 0.53
H 2.40640 0.17317 5.70644 0.50
H 1.22136 -0.93369 3.80770 0.33
H 1.96587 2.30694 1.26703 0.51
```

**F_max**: 0.0721 hartree/bohr
**Total charge**: +1
**ΔE to the lowest compared entry with this formula, charge and spin**: 0.0 kJ/mol
**LUMO energy**: -3.099 eV
**Gap between HOMO and LUMO**: 0.2004 Ha
**HOMO energy**: -8.55 eV


Record 2
A cluster of 15 separate species, C35H55N18O2S in total in a non-equilibrium geometry, computed with ωB97M-V/def2-TZVPD.

XYZ file:
```
111
Properties=species:S:1:pos:R:3:mulliken_charge:R:1
N 6.95259 1.90653 3.10856 -0.56
C 6.48571 3.14931 2.62046 0.42
N 7.24960 3.91056 1.76451 -0.04
N 8.25438 3.11364 1.07226 -0.50
C 7.68996 2.36988 0.23311 0.41
S 7.10941 1.04537 -0.36337 -0.18
N 5.31372 3.55329 2.99405 0.03
C 4.65054 4.81379 2.63031 -1.10
C 3.21474 4.55688 2.10139 -0.40
C 3.21061 3.64827 0.83055 -0.51
C 2.40138 2.33277 1.05718 -0.24
O 3.34260 1.22800 0.84292 -0.35
C 3.20521 0.33588 1.86671 0.12
O 3.95987 0.36391 2.77806 -0.45
H 6.40991 1.17569 2.64076 0.28
H 6.76195 1.85941 4.10813 0.33
H 6.67858 4.31788 1.02349 0.42
H 4.78426 2.93150 3.60234 0.25
H 4.53538 5.41727 3.55388 0.33
H 5.20899 5.45075 1.92883 0.44
H 2.80993 5.54158 1.80799 0.46
H 2.57083 4.13341 2.90001 0.17
H 2.67153 4.19956 0.03738 0.34
H 4.22210 3.39974 0.45356 0.32
H 2.01979 2.27641 2.09231 0.25
H 1.55699 2.24400 0.35622 0.30
H 2.41244 -0.43682 1.83390 0.36
C -0.79927 -1.85102 0.18746 -1.11
C -0.54163 -0.59973 0.88666 0.53
N -0.34531 0.38984 1.43730 -0.43
H -0.47179 -1.80467 -0.85096 0.34
H -0.27880 -2.68563 0.65862 0.37
H -1.86188 -2.09121 0.18245 0.31
C -3.36237 0.25321 -1.88370 -0.43
C -3.16357 -1.16505 -2.14651 0.38
N -3.00195 -2.28338 -2.34870 -0.52
H -4.35355 0.58422 -2.19522 0.15
H -3.26383 0.48065 -0.82153 0.27
H -2.63199 0.86537 -2.41596 0.11
C -5.30348 -4.82749 -2.93623 -0.62
C -5.55004 -6.01394 -2.12766 0.40
N -5.74241 -6.94876 -1.48857 -0.46
H -4.94295 -5.08889 -3.93158 0.26
H -6.20883 -4.23319 -3.06363 0.35
H -4.55371 -4.17989 -2.48043 0.09
C -6.12287 -6.76393 2.07533 -0.22
C -5.85262 -5.50550 2.76159 0.32
N -5.63979 -4.51507 3.30249 -0.42
H -5.80108 -6.72884 1.03405 0.02
H -5.60478 -7.59399 2.54650 -0.02
H -7.18674 -7.00040 2.07862 0.30
C -3.04793 2.77927 -5.40307 -0.85
C -4.08995 2.99545 -4.40991 0.48
N -4.91248 3.16433 -3.62721 -0.42
H -2.44410 1.91573 -5.16001 0.19
H -3.47451 2.61212 -6.39394 0.35
H -2.38201 3.63683 -5.47368 0.25
C -2.44679 -8.05132 -3.18194 -0.79
C -3.03578 -7.25667 -4.25155 0.41
N -3.50146 -6.62985 -5.09251 -0.46
H -1.39507 -8.26125 -3.37763 0.32
H -2.50777 -7.53358 -2.22477 0.25
H -2.95877 -9.00682 -3.07111 0.26
C 0.49659 -1.34658 4.99785 -0.43
C -0.10906 -2.54092 4.42322 0.27
N -0.58603 -3.47951 3.96783 -0.37
H -0.25777 -0.69559 5.43994 0.17
H 1.21101 -1.60165 5.78072 0.35
H 1.02851 -0.76811 4.24167 0.01
C -0.12374 2.99666 5.52933 -0.84
C 0.31160 3.70259 4.33194 0.50
N 0.65498 4.25916 3.38757 -0.45
H 0.68379 2.91278 6.25701 0.31
H -0.95110 3.51394 6.01466 0.34
H -0.46077 1.98772 5.29181 0.15
C -5.14826 -10.69152 4.55264 -0.81
C -5.40728 -10.24486 3.18966 0.43
N -5.61134 -9.89289 2.11631 -0.40
H -6.06217 -11.03401 5.03763 0.27
H -4.43717 -11.51718 4.57053 0.27
H -4.73433 -9.88745 5.16125 0.28
C -7.28327 2.66817 -0.50189 -0.52
C -7.09385 1.24541 -0.75255 0.33
N -6.94471 0.12557 -0.95557 -0.38
H -8.27093 3.00069 -0.81933 0.01
H -7.18413 2.90337 0.55795 0.30
H -6.54901 3.26816 -1.04053 0.27
C -11.20178 4.29226 -0.29915 -0.72
C -10.21430 5.35565 -0.15258 0.34
N -9.43749 6.19217 -0.03719 -0.37
H -11.84157 4.46243 -1.16483 0.26
H -10.72443 3.32093 -0.42966 0.25
H -11.84569 4.22614 0.57756 0.27
C 10.13932 4.05957 -1.83241 -0.13
C 9.91708 4.56223 -3.18133 0.37
N 9.74183 4.95553 -4.24482 -0.38
H 9.21543 3.76508 -1.34050 -0.20
H 10.79496 3.19215 -1.82990 0.04
H 10.60281 4.81547 -1.19853 0.29
C 12.52526 0.61356 -3.53776 -0.80
C 12.85526 1.82898 -2.80424 0.43
N 13.11531 2.78840 -2.23009 -0.40
H 12.85967 0.67326 -4.57322 0.27
H 12.99750 -0.26036 -3.08934 0.29
H 11.44949 0.43700 -3.54971 0.27
C 1.17506 1.91822 -5.74591 -0.90
C 0.12681 2.13678 -4.75748 0.53
N -0.70296 2.30889 -3.98281 -0.49
H 1.78372 1.05055 -5.49223 0.28
H 0.75575 1.74689 -6.73759 0.28
H 1.84032 2.77880 -5.81448 0.29
```

**F_max**: 0.0499 hartree/bohr
**Total charge**: +1
**LUMO energy**: -4.019 eV
**Gap between HOMO and LUMO**: 0.2924 Ha
**HOMO energy**: -11.98 eV